Record 1
{"formula": "C28H34IrN6O4PS5", "method": "wB97M-V/def2-TZVPD", "elements": ["Ir", "S", "C", "N", "C", "C", "C", "C", "C", "C", "S", "H", "H", "H", "H", "C", "C", "C", "N", "C", "S", "N", "C", "O", "C", "C", "C", "C", "C", "C", "H", "H", "H", "H", "H", "H", "H", "H", "H", "H", "H", "H", "H", "H", "N", "C", "O", "C", "C", "N", "C", "N", "H", "H", "C", "C", "C", "O", "P", "S", "S", "O", "C", "C", "C", "H", "H", "H", "H", "H", "H", "H", "H", "H", "H", "H", "H", "H", "H"], "positions_angstrom": [[-0.186, -2.228, -1.529], [-1.397, -3.989, 0.088], [0.088, -3.702, 0.846], [0.954, -2.893, 0.271], [2.193, -2.875, 0.915], [3.363, -2.273, 0.459], [4.499, -2.341, 1.250], [4.485, -3.016, 2.471], [3.340, -3.666, 2.904], [2.203, -3.602, 2.110], [0.657, -4.386, 2.336], [3.381, -1.804, -0.520], [5.414, -1.871, 0.911], [5.382, -3.049, 3.078], [3.333, -4.219, 3.836], [4.013, 4.802, -0.481], [3.531, 3.460, -1.025], [2.007, 3.392, -1.012], [1.492, 2.130, -1.555], [1.585, 0.905, -1.053], [1.577, -0.403, -2.187], [1.860, 0.665, 0.252], [1.963, 1.391, 1.495], [2.923, 1.121, 2.168], [0.875, 2.276, 1.995], [-0.391, 2.346, 1.422], [-1.382, 3.114, 2.016], [-1.110, 3.817, 3.181], [0.156, 3.754, 3.757], [1.142, 2.982, 3.171], [5.102, 4.857, -0.485], [3.671, 4.952, 0.546], [3.633, 5.630, -1.086], [3.934, 2.645, -0.417], [3.892, 3.308, -2.046], [1.587, 4.186, -1.628], [1.641, 3.551, -0.008], [1.286, 2.117, -2.541], [2.283, -0.245, 0.382], [-0.624, 1.782, 0.525], [-2.370, 3.135, 1.573], [-1.889, 4.409, 3.649], [0.368, 4.297, 4.670], [2.128, 2.904, 3.611], [1.571, -6.173, -3.180], [0.807, -5.080, -2.994], [1.199, -4.149, -2.263], [-0.486, -5.047, -3.673], [-1.106, -3.845, -3.501], [-1.355, -2.739, -3.172], [-1.000, -6.160, -4.389], [-1.340, -7.116, -4.938], [2.447, -6.230, -2.693], [1.264, -6.939, -3.754], [-1.799, -0.579, 2.567], [-3.284, -0.539, 2.255], [-3.918, -1.905, 2.107], [-3.499, 0.331, 1.100], [-3.404, 0.067, -0.464], [-4.660, -1.138, -1.293], [-1.426, -0.225, -0.994], [-3.591, 1.612, -0.877], [-3.877, 2.032, -2.235], [-2.632, 2.669, -2.828], [-5.047, 2.989, -2.158], [-1.634, -1.099, 3.515], [-1.401, 0.436, 2.648], [-1.255, -1.107, 1.782], [-3.799, -0.002, 3.048], [-3.468, -2.460, 1.287], [-4.986, -1.817, 1.912], [-3.765, -2.472, 3.028], [-4.164, 1.155, -2.815], [-2.360, 3.567, -2.263], [-2.819, 2.952, -3.867], [-1.796, 1.967, -2.801], [-4.783, 3.860, -1.551], [-5.906, 2.493, -1.703], [-5.325, 3.327, -3.158]], "forces_ev_per_a": [[-0.42, 0.80, 0.66], [-0.03, 0.18, -0.05], [0.16, 0.05, 0.14], [0.31, -0.07, -0.04], [-0.29, 0.02, -0.22], [0.03, 0.04, -0.05], [-0.03, 0.02, 0.00], [-0.01, -0.01, 0.02], [0.00, -0.02, 0.02], [-0.07, -0.02, 0.05], [0.04, -0.05, 0.11], [-0.01, -0.01, 0.06], [-0.05, -0.02, 0.01], [-0.06, -0.01, -0.04], [0.01, 0.03, -0.05], [-0.04, -0.03, -0.02], [0.03, 0.04, 0.02], [0.17, -0.21, -0.11], [-0.16, 0.18, 0.13], [0.25, -0.05, -0.19], [0.06, -0.05, 0.33], [-0.26, 0.02, 0.02], [-0.06, 0.05, -0.13], [0.10, -0.02, 0.05], [-0.01, -0.02, -0.14], [0.09, 0.00, -0.27], [-0.02, 0.06, -0.01], [-0.02, -0.02, -0.02], [0.01, -0.03, -0.02], [0.05, 0.07, 0.00], [-0.03, 0.00, 0.01], [0.03, 0.00, -0.05], [0.02, -0.04, 0.04], [-0.01, 0.00, -0.04], [-0.01, -0.01, 0.03], [-0.04, 0.00, -0.01], [-0.20, 0.01, 0.23], [-0.07, 0.03, -0.04], [0.03, -0.17, 0.06], [0.02, -0.02, 0.02], [0.02, -0.01, -0.01], [0.05, -0.03, -0.03], [-0.01, -0.02, -0.05], [-0.03, 0.00, 0.01], [0.00, 0.00, 0.01], [-0.09, -0.05, 0.09], [0.01, 0.05, -0.28], [0.03, -0.27, -0.16], [0.04, 0.25, 0.12], [-0.20, -0.33, -0.49], [0.08, 0.17, 0.16], [0.05, 0.10, 0.01], [0.00, -0.01, 0.02], [-0.01, 0.00, 0.01], [0.00, -0.04, 0.03], [0.16, 0.04, -0.12], [-0.02, 0.04, -0.14], [0.03, -0.06, -0.04], [-0.56, 0.00, -0.13], [0.15, 0.01, 0.17], [0.76, -0.25, -0.03], [0.10, -0.12, 0.17], [0.05, 0.02, 0.06], [0.04, 0.00, 0.06], [-0.06, 0.01, 0.07], [-0.02, 0.01, -0.05], [-0.07, -0.21, 0.05], [0.02, -0.03, 0.01], [-0.04, 0.13, 0.04], [0.05, -0.06, -0.03], [0.00, -0.01, 0.02], [-0.01, 0.07, -0.02], [0.01, -0.11, 0.00], [-0.02, -0.08, -0.04], [0.00, 0.00, 0.06], [-0.05, 0.05, -0.02], [-0.02, -0.05, -0.05], [0.03, 0.03, -0.04], [0.02, 0.00, 0.04]], "lowdin_charge": [0.92, 0.61, -1.16, -0.17, -0.31, -0.05, -0.07, -0.08, -0.08, -0.46, 1.05, 0.08, 0.11, 0.10, 0.11, -0.10, -0.23, -0.17, 0.03, -0.79, 0.60, 0.14, -0.36, 0.12, -0.16, -0.05, -0.06, -0.06, -0.06, -0.01, 0.07, 0.08, 0.08, 0.11, 0.12, 0.13, 0.10, 0.12, 0.08, 0.06, 0.11, 0.11, 0.11, 0.12, 0.19, -0.50, -0.10, -0.18, -0.19, 0.00, -0.22, 0.14, 0.12, 0.10, -0.04, -0.42, -0.07, -0.29, -0.10, 0.29, 0.31, -0.33, -0.49, -0.06, -0.05, 0.09, 0.06, 0.04, 0.14, 0.01, 0.08, 0.09, 0.10, 0.08, 0.09, 0.04, 0.08, 0.08, 0.09], "lumo_ha": [-0.0234, -0.0769], "multiplicity": 5, "largest_force_ev_per_a": 1.121, "molar_mass_g_mol": 902.14, "e_homo_ha": [-0.2745, -0.2975], "homo_lumo_gap_ev": [6.83, 6.00], "e_tot_ev": -113024.07422}

Record 2
{"formula": "C28H34MnN3O2P", "method": "wB97M-V/def2-TZVPD", "elements": ["C", "C", "C", "C", "C", "C", "C", "C", "N", "Mn", "C", "P", "H", "H", "H", "H", "H", "H", "H", "H", "C", "C", "H", "C", "C", "H", "H", "H", "H", "H", "H", "H", "H", "H", "H", "H", "H", "H", "H", "O", "C", "N", "C", "C", "O", "N", "C", "C", "C", "C", "C", "C", "C", "C", "C", "C", "C", "C", "H", "H", "H", "H", "H", "H", "H", "H", "H", "H", "H"], "positions_angstrom": [[4.849, -2.363, -1.566], [4.307, -1.851, -0.392], [3.097, -1.117, -0.367], [2.438, -0.956, -1.605], [3.057, -1.367, -2.803], [4.228, -2.128, -2.787], [2.556, -0.752, 1.004], [2.932, 0.555, 1.805], [3.066, 1.828, 1.159], [0.284, -0.940, -1.940], [2.451, -0.915, -4.120], [1.313, 0.475, -3.640], [4.830, -2.028, 0.548], [4.686, -2.490, -3.714], [5.769, -2.944, -1.521], [1.834, -1.675, -4.629], [3.189, -0.508, -4.833], [1.455, -0.795, 1.003], [2.896, -1.553, 1.685], [2.112, 0.712, 2.530], [0.388, 0.912, -5.131], [2.587, 1.765, -3.494], [3.839, 0.351, 2.406], [4.055, 2.063, 0.155], [2.024, 2.818, 1.269], [-1.481, 2.417, -2.264], [4.906, 2.659, 0.534], [4.445, 1.120, -0.239], [3.631, 2.649, -0.671], [2.255, 3.551, 2.066], [1.931, 3.390, 0.336], [1.065, 2.357, 1.532], [3.018, 1.952, -4.488], [2.114, 2.667, -3.087], [3.388, 1.449, -2.813], [1.045, 0.886, -6.011], [-0.442, 0.201, -5.233], [-0.018, 1.920, -4.973], [-1.218, 1.869, -1.846], [-1.667, -1.788, -1.889], [-1.822, -1.426, -0.686], [-2.831, -1.585, 0.192], [-2.606, -0.771, 1.375], [-1.124, -0.429, 1.188], [-0.332, 0.029, 2.010], [-0.795, -0.729, -0.110], [-3.437, 0.505, 1.233], [-2.957, 1.743, 1.672], [-3.720, 2.896, 1.457], [-4.967, 2.802, 0.839], [-5.465, 1.559, 0.451], [-4.712, 0.405, 0.668], [-2.878, -1.536, 2.656], [-3.834, -1.114, 3.592], [-4.237, -1.985, 4.613], [-3.648, -3.239, 4.739], [-2.627, -3.613, 3.859], [-2.227, -2.755, 2.832], [-3.702, -2.087, -0.037], [-1.988, 1.816, 2.179], [-3.337, 3.866, 1.779], [-5.563, 3.700, 0.676], [-6.446, 1.467, -0.016], [-5.130, -0.568, 0.392], [-4.287, -0.126, 3.508], [-5.019, -1.675, 5.308], [-3.969, -3.922, 5.528], [-2.135, -4.575, 3.971], [-1.417, -3.048, 2.155]], "forces_ev_per_a": [[-0.02, -0.05, 0.12], [-0.10, 0.46, 0.13], [1.03, -0.99, -0.49], [-0.83, 0.00, 0.36], [0.67, -0.50, 0.32], [0.24, 0.40, -0.16], [-0.60, -0.06, 0.42], [-0.01, 0.02, 0.20], [-0.54, -0.02, -0.71], [0.96, 0.60, 0.99], [-0.91, 0.26, -0.19], [0.33, -0.35, -0.25], [-0.04, 0.00, -0.14], [-0.19, 0.12, 0.29], [-0.19, 0.10, -0.03], [0.38, 0.03, 0.04], [-0.15, -0.37, 0.23], [0.53, 0.03, -0.24], [-0.26, 0.18, -0.18], [0.40, -0.43, -0.18], [0.24, 0.11, -0.43], [-0.15, 0.42, 0.28], [-0.15, -0.03, -0.24], [0.50, 0.13, 0.08], [0.13, 0.11, 0.58], [-0.10, 0.16, -0.11], [-0.01, -0.15, -0.08], [-0.01, 0.14, -0.01], [0.04, -0.20, -0.06], [-0.14, 0.01, -0.17], [-0.14, -0.20, 0.10], [0.09, 0.04, -0.20], [-0.18, 0.08, 0.24], [0.31, 0.00, -0.19], [-0.37, -0.01, -0.14], [-0.38, 0.14, 0.01], [0.21, 0.25, -0.14], [0.01, -0.24, -0.23], [0.07, -0.14, 0.14], [-0.79, -0.40, 0.53], [0.97, 0.74, 0.35], [-0.91, -1.34, -1.15], [-0.33, 0.44, 0.61], [1.98, 0.47, -0.07], [-1.72, -0.35, -0.55], [-0.50, -0.07, 0.01], [-0.10, 0.21, 0.29], [-0.13, 0.16, -0.13], [-0.06, -0.28, 0.04], [0.03, 0.03, 0.02], [0.06, -0.20, 0.15], [0.03, 0.47, -0.06], [-0.42, 0.00, 0.25], [0.01, -0.44, -0.13], [0.20, 0.22, -0.08], [0.13, 0.00, -0.15], [0.09, 0.28, -0.03], [-0.17, -0.42, 0.32], [0.92, 0.61, 0.29], [-0.36, -0.11, -0.30], [-0.12, -0.28, -0.09], [0.17, -0.22, 0.01], [0.22, 0.12, 0.14], [0.17, 0.40, 0.04], [0.06, -0.35, -0.05], [0.25, -0.06, -0.17], [0.10, 0.21, -0.26], [-0.07, 0.13, 0.02], [-0.39, 0.06, 0.19]], "nbo_charge": [-0.22, -0.22, -0.03, -0.59, 0.02, -0.27, -0.46, -0.18, -0.48, 1.45, -0.74, 0.79, 0.20, 0.20, 0.21, 0.23, 0.23, 0.24, 0.20, 0.22, -0.96, -0.93, 0.17, -0.39, -0.39, 0.00, 0.17, 0.21, 0.17, 0.17, 0.18, 0.21, 0.23, 0.24, 0.27, 0.23, 0.24, 0.24, -0.01, -0.76, 0.76, -0.60, -0.07, 0.70, -0.60, -0.82, -0.02, -0.17, -0.21, -0.22, -0.20, -0.22, 0.06, -0.23, -0.21, -0.21, -0.20, -0.22, 0.43, 0.24, 0.22, 0.22, 0.22, 0.21, 0.23, 0.22, 0.22, 0.22, 0.22], "lumo_ha": [0.0162, 0.0035], "multiplicity": 6, "largest_force_ev_per_a": 2.036, "molar_mass_g_mol": 530.51, "e_homo_ha": [-0.2477, -0.2567], "homo_lumo_gap_ev": [7.18, 7.08], "e_tot_ev": -78761.26302}

Record 3
{"formula": "C28H34MnOS3Si3", "method": "wB97M-V/def2-TZVPD", "elements": ["Mn", "C", "Si", "C", "C", "C", "C", "C", "C", "C", "Si", "C", "C", "H", "H", "H", "H", "H", "H", "H", "H", "H", "H", "H", "H", "H", "H", "H", "H", "C", "Si", "C", "C", "C", "C", "H", "H", "H", "H", "H", "H", "H", "H", "H", "O", "C", "C", "C", "C", "C", "S", "C", "C", "C", "C", "S", "C", "C", "C", "C", "S", "H", "H", "H", "H", "H", "H", "H", "H", "H"], "positions_angstrom": [[-14.766, 9.789, -1.220], [-13.948, 12.141, 1.334], [-15.100, 12.129, -0.232], [-14.583, 13.729, -1.002], [-17.006, 12.312, 0.178], [-17.570, 13.605, 0.243], [-18.904, 13.685, 0.616], [-19.705, 12.586, 0.593], [-19.195, 11.311, 0.374], [-17.794, 11.170, 0.309], [-16.836, 9.572, 0.073], [-16.328, 8.930, 1.753], [-18.128, 8.505, -0.746], [-13.698, 13.124, 1.706], [-13.024, 11.678, 0.992], [-14.371, 11.580, 2.234], [-14.878, 13.866, -2.047], [-13.495, 13.804, -0.970], [-14.908, 14.667, -0.455], [-16.908, 14.472, 0.185], [-19.339, 14.655, 0.838], [-20.783, 12.716, 0.567], [-19.864, 10.424, 0.404], [-17.209, 8.558, 2.330], [-15.931, 9.844, 2.230], [-15.491, 8.224, 1.803], [-18.568, 7.887, -0.034], [-17.916, 7.874, -1.622], [-18.928, 9.187, -0.946], [-11.832, 4.377, 0.093], [-13.453, 5.040, -0.460], [-14.804, 4.408, 0.587], [-13.570, 4.429, -2.180], [-13.453, 6.874, -0.579], [-13.848, 7.977, -0.946], [-11.908, 3.269, 0.113], [-11.372, 4.733, 1.002], [-11.078, 4.611, -0.736], [-14.688, 3.423, 0.959], [-15.733, 4.261, 0.070], [-14.989, 5.038, 1.493], [-13.460, 3.362, -2.331], [-12.915, 4.987, -2.874], [-14.602, 4.715, -2.541], [-14.052, 10.299, -3.026], [-14.804, 10.368, -4.185], [-16.251, 10.919, -3.995], [-17.386, 10.283, -3.636], [-18.469, 11.159, -3.374], [-18.092, 12.449, -3.579], [-16.441, 12.636, -4.071], [-14.101, 11.475, -5.038], [-13.359, 12.508, -4.559], [-12.944, 13.456, -5.543], [-13.475, 13.279, -6.781], [-14.448, 11.785, -6.731], [-14.852, 9.010, -4.915], [-14.284, 7.899, -4.388], [-14.499, 6.775, -5.290], [-15.351, 6.997, -6.284], [-15.793, 8.709, -6.332], [-17.482, 9.202, -3.617], [-19.459, 10.827, -3.154], [-18.748, 13.259, -3.408], [-12.965, 12.535, -3.547], [-12.192, 14.230, -5.264], [-13.374, 13.863, -7.695], [-13.721, 7.868, -3.470], [-14.094, 5.801, -5.046], [-15.664, 6.293, -7.059]], "forces_ev_per_a": [[0.49, 1.08, -1.15], [-1.23, -0.92, 0.79], [-0.92, -0.86, 1.12], [0.15, 1.79, -0.42], [1.10, 1.27, -0.29], [0.30, -1.17, 1.20], [0.70, 1.80, -0.58], [-1.33, -1.38, -0.66], [0.52, -0.23, 0.91], [-0.35, -0.02, -0.49], [0.51, -0.21, -0.32], [-0.21, 0.19, 0.90], [0.37, -0.09, -1.13], [-0.01, 0.53, -0.05], [0.20, -0.22, 0.25], [0.65, 0.43, -1.28], [-0.01, -0.09, 0.15], [0.18, -0.18, -0.10], [0.09, -1.11, -0.34], [-0.45, -0.10, -0.07], [-0.09, 0.03, -0.17], [0.00, 0.03, 0.53], [0.48, 0.77, -0.17], [0.68, 0.24, -0.19], [-0.30, -0.27, 0.20], [-0.37, -0.11, -0.33], [-0.60, -1.51, 1.52], [0.15, 0.41, 0.24], [-0.43, 0.42, -0.83], [1.68, -0.65, -1.09], [0.95, 1.26, -0.18], [-1.05, 0.68, 1.37], [-1.53, 0.70, -1.69], [-0.42, -0.52, -0.15], [0.00, -0.35, 0.67], [0.12, 0.49, 0.15], [-0.09, 0.07, 0.44], [-0.93, -0.25, 0.97], [0.88, -1.21, 0.52], [-0.70, 0.65, -0.53], [0.08, -0.31, -0.82], [0.13, -0.27, 0.02], [0.01, -0.35, 0.48], [0.79, -0.40, 0.25], [-1.10, -0.41, -0.06], [0.53, 1.04, -0.50], [1.56, 0.09, 0.10], [-0.23, -0.83, -0.05], [0.91, 0.36, -0.63], [0.09, -0.29, 0.16], [-1.40, -0.50, 0.65], [-0.45, 0.23, -0.94], [0.97, -0.46, 0.08], [0.69, 0.94, 0.37], [-0.70, -1.36, 0.56], [0.62, 0.69, -0.04], [-0.15, 0.80, 1.15], [-0.07, -0.61, -1.77], [0.53, -0.37, 2.30], [-0.54, 0.98, -1.45], [0.21, -1.04, 0.07], [0.18, 0.08, 0.11], [-0.46, 0.00, 0.32], [-0.33, 0.99, -0.05], [-0.32, -0.10, -0.08], [-0.85, -0.45, -0.44], [0.04, -0.32, 0.35], [0.07, 0.10, 0.01], [0.00, -0.11, -0.18], [0.05, 0.46, 0.32]], "nbo_charge": [1.19, -1.10, 1.03, -1.14, -0.43, -0.15, -0.24, -0.24, -0.20, -0.47, 1.11, -1.13, -1.13, 0.21, 0.22, 0.23, 0.24, 0.23, 0.22, 0.19, 0.19, 0.20, 0.20, 0.22, 0.23, 0.25, 0.22, 0.24, 0.23, -1.12, 1.64, -1.13, -1.13, -0.64, -0.50, 0.22, 0.23, 0.24, 0.23, 0.24, 0.25, 0.22, 0.25, 0.24, -0.92, 0.15, -0.21, -0.28, -0.26, -0.40, 0.45, -0.15, -0.28, -0.26, -0.41, 0.36, -0.20, -0.26, -0.25, -0.41, 0.38, 0.23, 0.22, 0.22, 0.25, 0.21, 0.23, 0.27, 0.21, 0.23], "lumo_ha": [0.0926, 0.0927], "multiplicity": 5, "charge": -1, "largest_force_ev_per_a": 2.388, "molar_mass_g_mol": 621.98, "e_homo_ha": [-0.1759, -0.1581], "homo_lumo_gap_ev": [7.31, 6.83], "e_tot_ev": -119094.12941}